Below is a structure of composition C22H50Br2N5O5PS, with properties calculated with ωB97M-V with the def2-TZVPD basis set.

maximum force: 0.976 eV/Å
Kohn-Sham gap: 8.45 eV
HOMO energy: -0.297 Eh
energy: -201523.718 eV
LUMO: 0.366 eV

Each line ends with the Mulliken charge.
Cartesian coordinates (Å):
1 C -3.469 -0.491 5.640  -0.93
2 C -3.557 -0.017 4.189  -0.62
3 S -1.957 0.604 3.619  -0.10
4 C -1.308 -0.752 2.581  -0.79
5 P 0.473 -0.930 3.016  0.16
6 C 0.566 -2.582 3.801  -1.26
7 C 1.420 -1.235 1.424  0.05
8 Br 0.308 -0.886 -0.140  -0.26
9 C 2.794 -0.422 1.354  0.28
10 C 3.228 0.246 2.634  -1.93
11 Br 2.757 1.012 -0.009  -0.13
12 H -3.234 0.371 6.250  0.29
13 H -2.652 -1.198 5.725  0.22
14 H -4.401 -0.934 5.969  0.35
15 H -3.956 -0.784 3.536  0.38
16 H -4.247 0.817 4.146  0.36
17 H -1.470 -0.470 1.551  0.38
18 H -1.878 -1.657 2.757  0.43
19 H 0.286 -2.509 4.843  0.40
20 H 1.605 -2.874 3.737  0.31
21 H -0.018 -3.330 3.277  0.38
22 H 1.705 -2.273 1.345  0.43
23 H 3.552 -1.113 1.019  0.17
24 H 2.541 1.036 2.894  0.49
25 H 3.331 -0.473 3.438  0.40
26 H 4.187 0.714 2.441  0.51
27 C -2.215 5.211 -0.052  -1.17
28 C -1.876 4.746 1.344  0.76
29 O -2.469 5.168 2.325  -0.69
30 N -0.880 3.833 1.468  -0.07
31 C -0.087 3.224 0.415  -0.45
32 H -3.028 5.927 0.012  0.22
33 H -1.355 5.696 -0.516  0.36
34 H -2.539 4.375 -0.673  0.37
35 H -0.703 3.555 2.421  0.16
36 H -0.220 2.142 0.433  0.01
37 H 0.969 3.445 0.567  0.24
38 H -0.388 3.598 -0.558  0.29
39 C 5.150 -4.443 1.623  -1.35
40 C 5.318 -3.301 2.588  0.80
41 O 4.363 -2.686 3.052  -0.61
42 N 6.581 -2.942 2.920  -0.18
43 C 7.826 -3.529 2.461  -0.89
44 H 4.090 -4.600 1.451  0.24
45 H 5.618 -4.194 0.675  0.44
46 H 5.584 -5.361 2.022  0.44
47 H 6.626 -2.167 3.563  0.24
48 H 8.395 -3.911 3.311  0.31
49 H 8.428 -2.778 1.949  0.29
50 H 7.633 -4.345 1.775  0.34
51 C -6.704 5.390 -3.364  -1.31
52 C -6.077 5.162 -2.008  0.83
53 O -5.484 4.134 -1.731  -0.64
54 N -6.197 6.156 -1.088  -0.14
55 C -6.859 7.440 -1.229  -0.85
56 H -6.523 4.513 -3.977  0.29
57 H -7.780 5.539 -3.272  0.37
58 H -6.263 6.259 -3.852  0.35
59 H -5.760 5.940 -0.205  0.23
60 H -6.145 8.250 -1.068  0.28
61 H -7.659 7.533 -0.494  0.30
62 H -7.285 7.545 -2.221  0.31
63 C -2.051 -2.733 -5.806  -1.38
64 C -1.303 -2.855 -4.500  0.92
65 O -0.652 -3.849 -4.218  -0.65
66 N -1.378 -1.809 -3.637  0.00
67 C -2.095 -0.556 -3.800  -0.90
68 H -1.893 -3.641 -6.379  0.31
69 H -3.120 -2.610 -5.629  0.38
70 H -1.684 -1.883 -6.383  0.36
71 H -0.860 -1.951 -2.784  0.05
72 H -1.398 0.282 -3.752  0.27
73 H -2.830 -0.438 -3.002  0.30
74 H -2.609 -0.527 -4.753  0.37
75 C 4.739 -4.104 -3.457  -1.48
76 C 4.315 -3.336 -2.232  0.93
77 O 4.963 -3.343 -1.188  -0.65
78 N 3.182 -2.605 -2.305  0.08
79 C 2.294 -2.392 -3.434  -0.96
80 H 5.663 -4.628 -3.235  0.31
81 H 3.976 -4.831 -3.735  0.38
82 H 4.909 -3.426 -4.293  0.38
83 H 2.950 -2.163 -1.428  0.02
84 H 2.250 -1.322 -3.650  0.24
85 H 1.298 -2.754 -3.188  0.28
86 H 2.648 -2.919 -4.314  0.37

=====

Below is a cluster of 8 separate species, C22H50Cl3N7O7 in total in a non-equilibrium geometry, with properties calculated with ωB97M-V with the def2-TZVPD basis set.

maximum force: 3.365 eV/Å
Kohn-Sham gap: 9.76 eV
HOMO energy: -0.345 Eh
energy: -85957.624 eV
SMILES: ClC(Cl)Cl.CNC(C)=O.CNC(C)=O.CNC(C)=O.CNC(C)=O.CNC(C)=O.CNC(C)=O.CNC(C)=O
LUMO: 0.375 eV

Each line ends with the Mulliken charge.
Cartesian coordinates (Å):
1 Cl 12.936 13.881 11.919  -0.19
2 C 13.178 12.187 12.598  0.90
3 Cl 14.838 11.711 12.298  -0.18
4 Cl 12.031 11.100 11.812  -0.14
5 H 13.029 12.169 13.662  -0.40
6 C 14.391 11.969 16.183  -0.62
7 N 15.218 12.855 15.372  0.33
8 C 15.324 14.222 15.627  0.67
9 C 16.351 14.995 14.940  -1.33
10 O 14.461 14.778 16.308  -0.56
11 H 13.523 12.513 16.503  0.16
12 H 14.940 11.663 17.039  -0.09
13 H 14.072 11.073 15.713  0.42
14 H 15.983 12.530 14.814  0.04
15 H 17.316 14.454 14.941  0.31
16 H 16.464 15.902 15.468  0.42
17 H 15.984 15.133 13.937  0.24
18 C 12.325 18.200 17.372  -0.74
19 N 12.130 17.409 16.200  -0.20
20 C 10.978 16.679 16.209  0.73
21 C 10.832 15.776 15.059  -0.60
22 O 10.109 16.745 17.051  -0.76
23 H 12.516 17.535 18.232  0.18
24 H 11.469 18.803 17.490  0.30
25 H 13.206 18.885 17.279  0.34
26 H 12.920 17.040 15.691  0.26
27 H 10.332 16.292 14.239  0.33
28 H 10.230 14.833 15.224  -0.01
29 H 11.833 15.533 14.753  0.18
30 C 11.972 14.297 19.107  -0.91
31 N 10.681 14.375 18.520  -0.12
32 C 10.055 13.259 18.215  0.83
33 C 8.869 13.396 17.279  -1.11
34 O 10.488 12.157 18.602  -0.68
35 H 12.015 13.525 19.887  0.31
36 H 12.237 15.183 19.618  0.42
37 H 12.666 13.988 18.300  0.13
38 H 10.461 15.302 18.180  0.23
39 H 8.500 14.361 17.022  0.41
40 H 8.091 12.726 17.683  0.34
41 H 9.245 12.933 16.310  0.17
42 C 9.915 8.832 17.358  -0.93
43 N 10.121 9.913 16.409  0.12
44 C 10.681 9.857 15.171  0.54
45 C 10.285 8.657 14.346  -1.17
46 O 11.406 10.690 14.706  -0.42
47 H 9.715 9.305 18.310  0.35
48 H 10.801 8.186 17.482  0.32
49 H 9.041 8.117 17.115  0.26
50 H 10.406 10.837 16.903  -0.05
51 H 10.068 8.915 13.302  0.28
52 H 9.492 8.033 14.724  0.36
53 H 11.148 8.000 14.220  0.27
54 C 11.731 8.128 7.049  -0.88
55 N 12.360 9.221 7.746  -0.23
56 C 12.315 10.518 7.352  0.63
57 C 12.685 11.423 8.562  -0.60
58 O 11.969 10.968 6.296  -0.61
59 H 12.381 7.251 6.930  0.27
60 H 11.489 8.512 6.073  0.37
61 H 10.801 7.794 7.582  0.27
62 H 12.419 9.155 8.751  0.22
63 H 13.520 12.068 8.343  0.29
64 H 13.008 10.770 9.397  0.06
65 H 11.807 11.999 8.799  0.23
66 C 15.828 12.041 21.341  -0.81
67 N 14.652 11.211 21.005  -0.18
68 C 14.490 10.522 19.838  0.70
69 C 13.252 9.693 19.714  -0.87
70 O 15.417 10.497 19.011  -0.65
71 H 15.744 12.902 20.695  0.25
72 H 16.827 11.524 21.284  0.22
73 H 15.631 12.308 22.372  0.36
74 H 13.992 11.216 21.724  0.22
75 H 13.371 8.739 20.323  0.33
76 H 13.013 9.441 18.691  0.16
77 H 12.360 10.221 20.224  0.27
78 C 18.242 11.937 17.559  -0.67
79 N 18.442 11.129 16.401  -0.13
80 C 18.993 11.617 15.263  0.83
81 C 19.025 10.640 14.133  -1.17
82 O 19.316 12.814 15.134  -0.68
83 H 17.203 11.877 17.902  0.03
84 H 18.488 13.009 17.335  0.31
85 H 18.838 11.510 18.364  0.32
86 H 17.929 10.269 16.330  0.22
87 H 19.888 9.993 14.155  0.34
88 H 19.051 11.119 13.173  0.29
89 H 18.120 10.013 14.240  0.33

=====

Below is a structure of composition C22H50CrN3P3Se in a non-equilibrium geometry, with properties calculated with ωB97M-V with the def2-TZVPD basis set.

spin multiplicity: 4
maximum force: 1.876 eV/Å
expectation value of S²: 3.949
Kohn-Sham gap (spin up / spin down): 3.98 / 5.58 eV
HOMO energy (spin up / spin down): -0.563 / -0.563 Eh
energy: -149702.399 eV
LUMO (spin up / spin down): -11.349 / -9.753 eV
charge: +3

Each line ends with the Mulliken charge.
Cartesian coordinates (Å):
1 Cr 0.238 -0.179 0.224  0.38
2 P 2.232 -1.006 -1.119  1.17
3 P 1.436 2.054 0.362  0.95
4 P -1.151 -1.432 -1.274  0.90
5 H -4.779 4.264 0.738  0.27
6 C -5.190 3.431 1.327  -0.60
7 C -4.380 2.425 1.698  -0.18
8 H -3.264 2.403 1.489  0.04
9 C 2.771 -0.209 -2.667  -1.20
10 C 3.677 -0.896 0.009  -1.27
11 C 2.313 -2.772 -1.643  -1.24
12 C 0.390 3.480 0.790  -1.24
13 C 2.507 1.858 1.831  -1.16
14 C 2.575 2.825 -0.828  -1.44
15 C -2.913 -1.210 -0.964  -1.26
16 C -0.844 -3.157 -0.749  -0.63
17 C -1.045 -1.456 -3.078  -0.89
18 H -6.256 3.520 1.651  0.26
19 H -4.872 1.573 2.203  0.22
20 H 3.716 -0.661 -2.990  0.52
21 H 2.894 0.864 -2.534  0.26
22 H 2.005 -0.356 -3.430  0.30
23 H 4.452 -1.584 -0.370  0.53
24 H 3.395 -1.178 1.031  0.21
25 H 4.062 0.130 0.048  0.36
26 H 3.373 -2.970 -1.887  0.56
27 H 1.674 -2.949 -2.518  0.39
28 H 1.994 -3.452 -0.847  0.24
29 H 0.984 4.404 0.820  0.48
30 H -0.085 3.337 1.767  0.44
31 H -0.399 3.604 0.041  0.37
32 H 3.408 2.487 1.777  0.54
33 H 2.849 0.817 1.936  0.06
34 H 1.946 2.126 2.738  0.44
35 H 2.769 3.863 -0.538  0.54
36 H 2.136 2.828 -1.824  0.30
37 H 3.543 2.324 -0.889  0.42
38 H -3.458 -1.972 -1.540  0.50
39 H -3.219 -0.204 -1.274  0.36
40 H -3.110 -1.340 0.107  0.45
41 H -1.532 -3.460 0.048  0.42
42 H 0.154 -3.227 -0.288  -0.35
43 H -0.928 -3.842 -1.608  0.51
44 H -1.928 -1.962 -3.501  0.47
45 H -0.135 -1.951 -3.435  0.32
46 H -1.028 -0.421 -3.447  0.11
47 C -1.669 2.638 -3.605  0.20
48 C -2.409 2.716 -2.404  0.30
49 C -3.770 3.054 -2.422  -0.33
50 C -4.370 3.398 -3.648  -0.51
51 C -3.615 3.400 -4.842  -0.64
52 C -2.268 3.035 -4.798  -0.65
53 Se 0.145 1.980 -3.904  0.00
54 H -0.013 1.230 -2.596  -0.34
55 H -1.857 2.491 -1.494  0.25
56 H -4.372 3.032 -1.493  0.27
57 H -5.433 3.659 -3.683  0.40
58 H -4.080 3.686 -5.797  0.38
59 H -1.679 3.017 -5.717  0.33
60 C 1.486 -0.142 4.410  -1.11
61 N 1.256 -1.485 3.906  0.05
62 C 1.852 -2.561 4.682  -0.94
63 C 0.711 -1.657 2.702  -0.18
64 N 0.145 -0.587 2.144  -0.24
65 N 0.636 -2.904 2.064  0.94
66 C 1.876 -3.676 1.840  -1.27
67 C -0.459 -3.751 2.554  -1.16
68 H 1.758 -0.227 5.455  0.40
69 H 0.566 0.457 4.388  0.54
70 H 2.291 0.359 3.859  0.27
71 H 1.182 -3.436 4.762  0.31
72 H 2.861 -2.861 4.330  0.40
73 H 1.988 -2.192 5.704  0.35
74 H -0.054 0.146 2.817  -0.11
75 H 2.298 -4.053 2.785  0.55
76 H 1.604 -4.553 1.241  0.43
77 H 2.630 -3.077 1.299  0.20
78 H -1.431 -3.297 2.318  0.36
79 H -0.379 -4.742 2.102  0.47
80 H -0.409 -3.869 3.644  0.26

=====

Below is a structure of composition C22H50N7O5Sn in a non-equilibrium geometry, with properties calculated with ωB97M-V with the def2-TZVPD basis set.

maximum force: 4.091 eV/Å
Kohn-Sham gap: 3.26 eV
HOMO energy: -0.759 Eh
energy: -50064.717 eV
LUMO: -17.395 eV
charge: +5

Each line ends with the Mulliken charge.
Cartesian coordinates (Å):
1 Sn 10.306 7.905 -4.342  1.75
2 N 10.058 6.015 -7.743  0.90
3 O 9.392 6.905 -8.282  -0.57
4 O 10.580 6.136 -6.581  -0.56
5 O 10.078 4.882 -8.258  -0.49
6 C 6.365 7.932 -14.617  -1.18
7 C 5.561 7.761 -13.337  -0.25
8 N 6.160 6.783 -12.392  0.42
9 C 7.471 6.777 -11.939  -0.48
10 C 7.702 5.833 -11.008  -0.71
11 N 6.484 5.205 -10.897  0.21
12 C 5.581 5.754 -11.696  -0.42
13 C 6.306 3.924 -10.192  -0.88
14 H 5.899 8.782 -15.112  0.42
15 H 6.440 6.995 -15.160  0.37
16 H 7.372 8.274 -14.361  0.25
17 H 4.583 7.348 -13.582  0.43
18 H 5.447 8.693 -12.785  0.17
19 H 8.144 7.520 -12.340  0.46
20 H 8.574 5.544 -10.447  0.63
21 H 4.531 5.505 -11.677  0.52
22 H 7.235 3.643 -9.708  0.29
23 H 6.030 3.131 -10.888  0.40
24 H 5.416 4.023 -9.570  0.36
25 C 16.052 1.315 -8.910  -0.96
26 C 16.106 1.860 -7.486  -0.70
27 N 14.821 2.195 -6.820  0.19
28 C 14.114 3.368 -6.887  -0.62
29 C 13.075 3.281 -6.032  -0.40
30 N 13.162 2.012 -5.412  0.18
31 C 14.164 1.356 -6.064  -0.04
32 C 12.191 1.395 -4.529  -0.82
33 H 17.074 1.011 -9.134  0.35
34 H 15.659 2.030 -9.625  0.32
35 H 15.539 0.357 -8.803  0.34
36 H 16.708 2.770 -7.520  0.35
37 H 16.635 1.166 -6.837  0.39
38 H 14.507 4.175 -7.482  0.50
39 H 12.264 3.938 -5.775  0.49
40 H 14.351 0.300 -5.932  0.39
41 H 11.180 1.725 -4.735  0.33
42 H 12.542 1.532 -3.504  0.34
43 H 12.275 0.310 -4.617  0.32
44 C 5.795 9.099 -6.836  -0.99
45 N 5.531 8.588 -8.244  0.12
46 C 6.419 9.362 -9.200  -0.68
47 C 5.946 7.139 -8.259  -0.61
48 C 4.053 8.724 -8.488  -0.60
49 C 3.611 8.377 -9.918  -0.36
50 O 3.857 9.416 -10.824  -0.46
51 H 5.082 8.642 -6.155  0.43
52 H 5.747 10.184 -6.822  0.40
53 H 6.793 8.721 -6.613  0.32
54 H 7.416 9.195 -8.797  0.55
55 H 6.118 10.405 -9.264  0.34
56 H 6.351 8.945 -10.202  0.02
57 H 5.244 6.481 -8.754  0.34
58 H 6.016 6.830 -7.215  0.32
59 H 6.982 7.050 -8.579  0.17
60 H 3.769 9.763 -8.314  0.42
61 H 3.520 8.141 -7.736  0.47
62 H 2.531 8.195 -9.878  0.52
63 H 3.974 7.399 -10.236  -0.10
64 H 3.220 10.125 -10.665  0.39
65 C 11.380 6.897 -11.219  -0.50
66 N 12.098 8.249 -10.930  -0.04
67 C 11.065 9.209 -10.393  -0.72
68 C 13.226 8.012 -9.962  -0.76
69 C 12.714 8.763 -12.240  -0.58
70 C 11.769 8.962 -13.419  -0.31
71 O 11.216 10.255 -13.273  -0.52
72 H 11.253 6.404 -10.260  0.27
73 H 12.106 6.395 -11.852  0.41
74 H 10.456 7.162 -11.717  -0.03
75 H 11.667 10.106 -10.273  0.46
76 H 10.652 8.728 -9.507  0.18
77 H 10.250 9.250 -11.108  0.31
78 H 12.862 7.734 -8.976  0.26
79 H 13.798 8.937 -9.912  0.43
80 H 13.841 7.223 -10.389  0.41
81 H 13.570 8.169 -12.562  0.47
82 H 13.120 9.743 -11.986  0.41
83 H 10.978 8.207 -13.552  0.07
84 H 12.227 8.739 -14.390  0.40
85 H 10.316 10.275 -13.613  0.34

=====

Below is a cluster of 3 separate species, C22H51N4O2 in total in a non-equilibrium geometry, with properties calculated with ωB97M-V with the def2-TZVPD basis set.

maximum force: 3.844 eV/Å
Kohn-Sham gap: 6.71 eV
energy relative to the best compared isomer or geometry (same formula, charge and spin): 4.8 kcal/mol
HOMO energy: -0.370 Eh
energy: -33687.512 eV
LUMO: -3.369 eV
charge: +1

Each line ends with the Mulliken charge.
Cartesian coordinates (Å):
1 C 1.273 2.073 1.032  -1.04
2 C 1.787 0.548 1.229  -0.07
3 N 1.550 -0.276 0.011  0.54
4 C 1.244 -1.672 0.417  -1.09
5 C -0.330 -1.870 0.766  -0.48
6 C -1.295 -1.172 -0.282  0.43
7 C -2.796 -1.719 0.041  -1.08
8 N -3.817 -0.622 0.097  -0.04
9 C -3.634 0.462 -0.923  -0.66
10 C -2.108 0.924 -1.079  -0.33
11 O -1.355 0.266 -0.033  -0.27
12 C 2.629 -0.177 -0.954  0.50
13 C 2.850 -1.110 -2.216  -1.07
14 O 3.447 0.772 -0.805  -0.59
15 H 2.050 2.777 1.489  0.32
16 H 1.190 2.291 -0.090  0.23
17 H 0.273 2.268 1.529  0.26
18 H 2.848 0.521 1.627  0.54
19 H 1.129 0.096 2.058  -0.23
20 H 1.485 -2.466 -0.355  0.51
21 H 1.797 -1.925 1.384  0.18
22 H -0.549 -2.988 0.908  0.52
23 H -0.501 -1.327 1.776  -0.19
24 H -1.050 -1.396 -1.375  0.46
25 H -2.759 -2.205 1.079  0.44
26 H -3.154 -2.499 -0.699  0.23
27 H -4.776 -0.996 -0.047  0.38
28 H -3.822 -0.214 1.046  0.44
29 H -4.244 1.369 -0.572  0.33
30 H -4.104 0.165 -1.926  0.34
31 H -1.688 0.737 -2.119  0.17
32 H -2.052 2.057 -0.918  0.46
33 H 3.651 -0.699 -2.918  0.28
34 H 1.855 -1.272 -2.741  0.22
35 H 3.187 -2.131 -1.824  0.34
36 C 0.938 2.526 -4.471  -1.17
37 C 1.175 1.521 -5.589  -0.45
38 N 0.352 0.317 -5.504  0.34
39 C 0.753 -0.720 -6.456  -0.70
40 C 0.600 -0.416 -7.946  -1.04
41 C -1.087 0.536 -5.403  -0.11
42 C -1.769 1.299 -6.540  -1.22
43 H 1.129 2.080 -3.490  0.12
44 H 1.614 3.376 -4.590  0.45
45 H -0.081 2.924 -4.483  0.28
46 H 2.229 1.225 -5.537  0.46
47 H 1.045 2.032 -6.551  0.22
48 H 0.212 -1.645 -6.227  0.39
49 H 1.806 -0.959 -6.266  0.38
50 H -0.438 -0.499 -8.269  0.23
51 H 1.168 -1.148 -8.526  0.40
52 H 0.975 0.573 -8.215  0.27
53 H -1.290 1.065 -4.465  -0.29
54 H -1.591 -0.430 -5.275  0.47
55 H -1.185 2.155 -6.879  0.23
56 H -2.736 1.679 -6.198  0.43
57 H -1.970 0.651 -7.391  0.31
58 C 0.637 0.238 8.780  -1.43
59 C -0.203 0.213 7.511  -0.29
60 N 0.541 0.502 6.288  0.13
61 C -0.321 0.687 5.124  -0.81
62 C -1.136 -0.516 4.645  -0.46
63 C 1.724 -0.319 6.051  -0.64
64 C 1.525 -1.833 5.944  -0.86
65 H 1.112 1.212 8.920  0.33
66 H 0.000 0.047 9.646  0.43
67 H 1.412 -0.532 8.776  0.31
68 H -0.986 0.971 7.628  0.42
69 H -0.717 -0.755 7.452  0.24
70 H 0.280 1.062 4.288  0.29
71 H -1.021 1.500 5.351  0.41
72 H -0.518 -1.226 4.095  -0.11
73 H -1.915 -0.175 3.954  0.21
74 H -1.635 -1.041 5.462  0.39
75 H 2.444 -0.125 6.852  0.38
76 H 2.234 0.035 5.147  0.29
77 H 0.824 -2.217 6.687  0.24
78 H 2.480 -2.340 6.103  0.39
79 H 1.177 -2.121 4.952  0.14